{"formula": "C56H140O14", "method": "wB97M-V/def2-TZVPD", "gap_ha": 0.368, "fmax_ev_per_a": 2.5, "relative_energy_ev": 0.000, "e_tot_ev": -89001.264, "species": ["C", "C", "O", "C", "C", "H", "H", "H", "H", "H", "H", "H", "H", "H", "H", "C", "C", "O", "C", "C", "H", "H", "H", "H", "H", "H", "H", "H", "H", "H", "C", "C", "O", "C", "C", "H", "H", "H", "H", "H", "H", "H", "H", "H", "H", "C", "C", "O", "C", "C", "H", "H", "H", "H", "H", "H", "H", "H", "H", "H", "C", "C", "O", "C", "C", "H", "H", "H", "H", "H", "H", "H", "H", "H", "H", "C", "C", "O", "C", "C", "H", "H", "H", "H", "H", "H", "H", "H", "H", "H", "C", "C", "O", "C", "C", "H", "H", "H", "H", "H", "H", "H", "H", "H", "H", "C", "C", "O", "C", "C", "H", "H", "H", "H", "H", "H", "H", "H", "H", "H", "C", "C", "O", "C", "C", "H", "H", "H", "H", "H", "H", "H", "H", "H", "H", "C", "C", "O", "C", "C", "H", "H", "H", "H", "H", "H", "H", "H", "H", "H", "C", "C", "O", "C", "C", "H", "H", "H", "H", "H", "H", "H", "H", "H", "H", "C", "C", "O", "C", "C", "H", "H", "H", "H", "H", "H", "H", "H", "H", "H", "C", "C", "O", "C", "C", "H", "H", "H", "H", "H", "H", "H", "H", "H", "H", "C", "C", "O", "C", "C", "H", "H", "H", "H", "H", "H", "H", "H", "H", "H"], "positions_angstrom": [[-1.5665, 0.7358, 1.4892], [-0.2200, 0.8460, 0.7909], [-0.3640, 0.7839, -0.6514], [0.8287, 0.7668, -1.3764], [0.6128, 0.5733, -2.8466], [-1.9737, -0.2764, 1.3886], [-1.5565, 0.9814, 2.5554], [-2.2884, 1.4107, 1.0225], [0.3099, 1.7833, 1.0267], [0.4782, 0.0523, 1.1199], [1.4265, 1.6878, -1.2212], [1.4743, -0.0560, -1.0060], [1.6080, 0.4364, -3.2840], [0.0662, 1.4029, -3.3117], [0.0071, -0.3118, -3.0279], [4.2841, -2.5367, 2.6346], [4.3912, -1.2671, 1.8441], [3.7237, -0.2303, 2.4818], [3.9091, 1.0012, 1.8071], [3.4851, 2.1110, 2.7307], [3.2307, -2.8000, 2.8052], [4.7520, -3.3350, 2.0715], [4.7777, -2.4238, 3.6085], [5.4527, -1.0113, 1.7403], [3.9687, -1.3864, 0.8389], [4.9755, 1.0888, 1.5501], [3.3215, 0.9853, 0.8662], [3.6019, 3.0840, 2.2929], [4.0579, 1.9555, 3.6399], [2.4328, 2.0323, 2.9812], [1.0411, -1.1564, 4.4181], [2.0854, -0.4817, 5.3118], [2.1447, -1.0502, 6.6326], [2.9299, -2.2192, 6.6871], [3.1087, -2.6638, 8.1391], [0.0713, -1.2935, 4.9034], [0.9601, -0.6125, 3.4972], [1.3465, -2.1818, 4.1955], [3.0680, -0.5396, 4.8068], [1.8185, 0.5673, 5.4422], [2.4891, -3.0690, 6.1652], [3.9478, -2.0598, 6.2931], [3.8617, -3.4373, 8.2094], [2.1660, -3.0298, 8.5512], [3.2714, -1.8062, 8.7854], [-5.3663, -5.3997, 0.7057], [-5.4457, -3.8909, 0.9585], [-4.9545, -3.6013, 2.2930], [-3.5713, -3.3794, 2.3316], [-3.1513, -3.1396, 3.7734], [-4.3539, -5.7873, 0.7964], [-5.9601, -5.8936, 1.4757], [-5.7958, -5.7046, -0.2575], [-4.8434, -3.3673, 0.1925], [-6.4876, -3.5854, 0.9085], [-3.0106, -4.2059, 1.8881], [-3.3615, -2.4620, 1.7523], [-3.7421, -2.3394, 4.2173], [-2.1066, -2.8198, 3.7978], [-3.1923, -4.0687, 4.3473], [-2.1515, -2.3834, -1.5508], [-3.5276, -1.9638, -2.0035], [-4.1982, -3.0606, -2.6611], [-5.4211, -2.7068, -3.2160], [-6.6023, -2.6662, -2.1947], [-2.1685, -3.2084, -0.8214], [-1.5661, -2.7359, -2.4005], [-1.5929, -1.5180, -1.1685], [-4.1343, -1.6728, -1.1387], [-3.4673, -1.0859, -2.6820], [-5.4044, -1.7706, -3.8073], [-5.6022, -3.4576, -3.9732], [-6.5057, -1.7390, -1.6089], [-6.5331, -3.5015, -1.4829], [-7.5512, -2.6768, -2.7388], [7.1827, -3.3771, -0.2111], [6.3958, -2.9961, -1.4225], [5.0597, -3.1924, -1.0710], [4.1788, -2.7504, -2.1080], [2.7236, -3.1102, -1.7716], [7.0486, -4.4435, -0.0402], [8.2311, -3.2137, -0.4241], [6.7652, -2.8450, 0.6588], [6.5697, -1.9347, -1.6403], [6.6823, -3.5772, -2.3244], [4.3309, -1.6620, -2.2147], [4.4738, -3.2048, -3.0489], [2.5025, -2.7613, -0.7377], [2.5880, -4.2013, -1.7690], [2.0250, -2.7092, -2.4968], [-2.9194, 5.0277, -5.1432], [-2.0748, 4.1419, -4.1524], [-2.0103, 4.7040, -2.8683], [-1.3719, 3.8381, -1.9081], [-1.4196, 4.5619, -0.5860], [-3.9746, 4.9642, -4.8368], [-2.6573, 6.0765, -5.0161], [-2.9401, 4.7157, -6.2099], [-2.4969, 3.1568, -4.1738], [-1.1067, 4.1002, -4.6351], [-1.9835, 2.9343, -1.8041], [-0.3330, 3.5317, -2.1129], [-2.4387, 4.7681, -0.2604], [-0.8750, 5.5003, -0.6696], [-0.8347, 4.0137, 0.1476], [-7.9036, 0.2477, 2.3040], [-6.7981, 0.2409, 1.2287], [-6.2123, 1.4844, 1.1911], [-5.1658, 1.5871, 0.2109], [-4.5641, 2.9346, 0.1224], [-8.7082, 0.9156, 1.9857], [-8.4280, -0.6767, 2.5048], [-7.4764, 0.7857, 3.1522], [-6.0655, -0.5547, 1.4736], [-7.2549, -0.0663, 0.2724], [-4.3729, 0.8576, 0.4800], [-5.6027, 1.2780, -0.7448], [-4.0653, 3.2247, 1.0521], [-5.2912, 3.7080, -0.1159], [-3.8216, 2.8892, -0.6784], [-1.4675, -7.3473, 1.6119], [-0.5422, -6.4605, 0.8239], [-0.6399, -5.1556, 1.3454], [0.2639, -4.3281, 0.6590], [0.2470, -2.9300, 1.2476], [-2.4922, -6.9128, 1.5862], [-1.5581, -8.3672, 1.2181], [-1.1947, -7.3144, 2.6724], [0.4846, -6.8585, 0.9634], [-0.7822, -6.4973, -0.2557], [1.2689, -4.8010, 0.6335], [-0.0718, -4.2550, -0.3915], [0.5854, -3.0045, 2.2790], [-0.7804, -2.5717, 1.3358], [0.8323, -2.2202, 0.6716], [-1.1247, 4.8309, 3.2933], [-0.0346, 3.7591, 3.5105], [1.2464, 4.3453, 3.8023], [1.7876, 4.1215, 5.0747], [0.9857, 4.8873, 6.0964], [-2.1324, 4.4066, 3.1423], [-1.2989, 5.4229, 4.1851], [-0.8081, 5.5125, 2.4835], [-0.3297, 3.1629, 4.3813], [0.1019, 3.1729, 2.6029], [1.8615, 3.0442, 5.3259], [2.8075, 4.4860, 5.0694], [-0.0669, 4.7238, 5.9233], [1.1441, 5.9395, 5.9071], [1.1993, 4.6252, 7.1289], [5.6928, -2.8275, -8.4813], [4.2003, -2.7141, -8.3203], [3.8884, -2.5098, -6.9428], [2.5332, -2.2250, -6.7520], [2.1887, -2.0487, -5.2810], [6.0250, -2.6891, -9.5119], [6.2369, -2.1161, -7.8741], [5.9557, -3.8232, -8.1564], [3.7429, -1.8926, -8.9055], [3.6904, -3.6206, -8.6972], [2.1576, -1.3506, -7.2927], [1.9765, -3.0985, -7.1071], [2.8210, -1.2381, -4.9035], [2.4601, -2.9415, -4.7093], [1.1745, -1.6841, -5.1568], [2.2014, 4.7399, 0.3024], [2.9242, 4.9954, -1.0267], [4.0773, 4.1433, -1.0976], [4.9507, 4.3888, -2.1646], [4.3946, 3.9127, -3.5018], [1.8039, 3.7227, 0.3648], [2.8511, 4.7425, 1.1611], [1.3696, 5.3938, 0.5208], [2.2304, 4.8344, -1.8592], [3.2287, 6.0358, -1.0480], [5.2008, 5.4281, -2.2876], [5.8888, 3.8710, -2.0284], [3.4244, 4.3739, -3.6952], [4.3130, 2.8325, -3.4898], [5.0877, 4.1857, -4.2915], [4.0369, 1.4187, -6.4563], [2.7358, 2.0548, -6.9013], [1.7967, 1.0701, -6.5351], [0.4186, 1.3986, -6.9150], [-0.5222, 0.2452, -6.5922], [4.1008, 0.4083, -6.8944], [4.8453, 2.0153, -6.8814], [4.2283, 1.3645, -5.3714], [2.5366, 2.9723, -6.3368], [2.6602, 2.2788, -7.9748], [0.0923, 2.3327, -6.4307], [0.4024, 1.5976, -8.0164], [-1.5125, 0.5127, -6.9770], [-0.5806, 0.0064, -5.5318], [-0.3880, -0.6799, -7.1489], [-4.3932, 1.1016, 3.8715], [-3.4879, 1.3118, 5.0513], [-3.5698, 2.6122, 5.5711], [-2.7159, 2.9594, 6.6863], [-2.8190, 4.4403, 7.0450], [-4.1736, 1.7786, 3.0433], [-4.2950, 0.0868, 3.4802], [-5.4405, 1.2211, 4.1237], [-3.7610, 0.5907, 5.8347], [-2.4331, 1.0789, 4.7978], [-3.1840, 2.4085, 7.5155], [-1.6892, 2.6221, 6.5626], [-3.8318, 4.7869, 7.2075], [-2.3499, 4.9770, 6.2125], [-2.2279, 4.6208, 7.9462]], "lowdin_charge": [-0.042, -0.237, -0.167, -0.313, -0.064, 0.064, 0.066, 0.056, 0.087, 0.099, 0.116, 0.112, 0.080, 0.069, 0.065, -0.052, -0.311, -0.176, -0.264, -0.054, 0.068, 0.067, 0.081, 0.116, 0.110, 0.122, 0.117, 0.058, 0.089, 0.062, -0.069, -0.240, -0.150, -0.301, -0.078, 0.077, 0.051, 0.049, 0.101, 0.100, 0.113, 0.115, 0.071, 0.071, 0.072, -0.063, -0.249, -0.162, -0.304, -0.051, 0.049, 0.077, 0.076, 0.093, 0.110, 0.099, 0.103, 0.067, 0.061, 0.081, -0.067, -0.262, -0.157, -0.294, -0.054, 0.070, 0.077, 0.066, 0.095, 0.126, 0.118, 0.107, 0.055, 0.054, 0.075, -0.072, -0.322, -0.175, -0.263, -0.060, 0.080, 0.076, 0.070, 0.119, 0.129, 0.119, 0.108, 0.058, 0.083, 0.051, -0.066, -0.290, -0.140, -0.264, -0.073, 0.066, 0.066, 0.077, 0.103, 0.097, 0.100, 0.112, 0.071, 0.076, 0.056, -0.055, -0.323, -0.156, -0.274, -0.075, 0.071, 0.071, 0.061, 0.113, 0.110, 0.107, 0.121, 0.071, 0.090, 0.064, -0.075, -0.306, -0.158, -0.298, -0.051, 0.063, 0.081, 0.082, 0.123, 0.127, 0.122, 0.107, 0.058, 0.061, 0.056, -0.053, -0.233, -0.180, -0.292, -0.063, 0.078, 0.048, 0.076, 0.107, 0.082, 0.108, 0.118, 0.031, 0.083, 0.083, -0.073, -0.287, -0.156, -0.312, -0.064, 0.077, 0.073, 0.070, 0.118, 0.121, 0.100, 0.118, 0.070, 0.068, 0.060, -0.062, -0.239, -0.149, -0.288, -0.079, 0.054, 0.057, 0.066, 0.104, 0.115, 0.107, 0.114, 0.067, 0.061, 0.077, -0.066, -0.283, -0.205, -0.230, -0.077, 0.074, 0.073, 0.068, 0.112, 0.121, 0.106, 0.124, 0.076, 0.055, 0.070, -0.061, -0.300, -0.166, -0.253, -0.066, 0.063, 0.073, 0.070, 0.120, 0.106, 0.116, 0.105, 0.076, 0.051, 0.080]}